This record from OMol25 describes a cluster of 3 separate species, C31H42N4O4S in total at a distorted geometry. The level of theory is wB97M-V/def2-TZVPD.

Results
calculated total energy	-57804.11911	eV
LUMO	0.48	eV
gap between HOMO and LUMO	8.39	eV
energy above the lowest of the compared OMol25 structures with the same formula, charge and spin	1140.79	kJ/mol
molar mass	566.8	g/mol
E_HOMO	-7.9	eV

```
! RIJCOSX wB97M-V def2-TZVPD def2/J DEFGRID3
* xyz 0 1
S -1.528 -1.365 3.326
O 8.564 -2.865 -1.478
O -5.866 4.938 -3.533
O 4.702 -0.955 -0.048
O -2.917 2.797 -0.831
N -4.807 5.283 -0.764
N 7.105 -2.585 1.111
N 0.392 -1.476 0.279
N -2.009 -1.717 0.223
C -1.094 0.481 -0.562
C -0.568 -3.795 5.897
C -4.066 0.091 3.152
C 1.405 -0.578 -0.035
C -1.294 -2.962 2.427
C 1.352 0.797 -0.539
C 5.482 -1.017 -1.231
C -2.997 -0.686 2.439
C -0.663 -5.438 2.447
C -1.581 -2.930 0.962
C -0.617 -4.056 4.705
C -4.245 -0.490 0.211
C 4.617 -2.183 0.670
C -0.940 -5.429 0.963
C -3.530 2.608 -2.097
C -2.530 4.138 -0.554
C 5.763 -2.399 1.665
C -3.644 4.986 0.071
C -0.854 -4.165 3.197
C -0.804 -0.854 -0.019
C 8.578 -3.826 -0.422
C -5.216 0.588 2.331
C -5.323 0.297 0.873
C 0.027 1.422 -0.836
C -1.376 -4.222 0.203
C 7.250 -3.811 0.328
C -4.500 6.126 -1.919
C -5.686 6.193 -2.877
C -3.040 -0.987 0.961
C 9.468 -1.792 -1.268
C -7.068 4.282 -3.164
H -2.148 0.795 -0.768
H -4.019 0.294 4.261
H -0.803 -6.413 0.419
H -0.321 -6.381 2.950
H -6.594 6.522 -2.362
H -7.933 4.934 -3.323
H 6.518 -0.736 -1.018
H -1.727 4.065 0.187
H -5.462 6.928 -3.657
H -6.018 1.194 2.829
H 8.702 -4.807 -0.891
H 7.318 -1.791 0.519
H 5.814 -1.518 2.313
H 9.422 -3.676 0.260
H 4.483 -3.030 -0.012
H 9.148 -1.170 -0.428
H -3.217 5.926 0.437
H -4.259 7.136 -1.575
H -1.535 -4.297 -0.913
H -3.156 3.305 -2.852
H 5.523 -3.249 2.312
H -3.642 5.735 -2.478
H -4.616 2.694 -2.009
H -3.314 1.591 -2.430
H -7.031 3.957 -2.121
H -0.154 2.458 -1.221
H 2.449 -0.994 0.133
H -4.019 4.450 0.948
H -5.196 4.406 -1.093
H 5.088 -0.281 -1.935
H 10.482 -2.165 -1.093
H -4.275 -0.737 -0.889
H 6.448 -3.906 -0.413
H -2.082 4.609 -1.437
H -7.178 3.400 -3.796
H 7.206 -4.675 0.998
H -6.168 0.651 0.209
H 2.301 1.374 -0.713
H -0.596 -3.744 7.010
H 5.448 -2.001 -1.706
H 3.693 -2.120 1.254
H 9.476 -1.177 -2.169
*
```